Formula: C30H51BrN4P2Ti
Source: OMol25
Level of theory: wB97M-V/def2-TZVPD

Computed properties:
DFT total energy, eV: -149585.467
Orbital gap (alpha / beta), Eh: 0.16199 / 0.15721
ΔE to the lowest compared entry with this formula, charge and spin, kcal/mol: 38.32
HOMO (alpha / beta), eV: -19.4 / -19.4
E_LUMO (alpha / beta), eV: -15.005 / -15.122

ORCA input file:
```
! wB97M-V def2-TZVPD RIJCOSX def2/J DEFGRID3
* xyz 4 1
C 0.09 6.32 -4.13
C 0.16 4.92 -4.16
C -0.39 4.27 -5.31
C -0.89 5.06 -6.35
N -0.94 6.38 -6.31
C -0.45 7.00 -5.24
C 0.56 4.21 -2.98
C -0.15 3.47 -2.15
C -0.87 2.23 -2.66
C -0.11 1.43 -3.63
C -0.37 0.05 -3.73
C -1.48 -0.50 -3.01
C -2.35 0.38 -2.33
C -2.02 1.71 -2.07
Ti 0.88 1.98 -1.64
P 2.26 -0.28 -1.36
H -0.53 3.20 -5.38
H 0.35 6.87 -3.23
H -1.30 4.62 -7.26
H -0.52 8.09 -5.26
H -2.58 2.41 -1.46
H 0.34 1.96 -4.48
H -3.31 0.00 -2.05
H 0.20 -0.55 -4.43
C 2.26 -1.71 -0.19
C 2.98 -3.00 -0.61
H 1.18 -1.92 -0.08
H 2.61 -1.36 0.78
H 2.99 -3.74 0.21
H 2.48 -3.50 -1.46
H 4.02 -2.84 -0.90
C 2.65 -1.08 -2.97
C 3.11 -0.15 -4.09
H 1.72 -1.60 -3.26
H 3.41 -1.85 -2.78
H 3.46 -0.76 -4.94
H 2.29 0.51 -4.43
H 3.92 0.52 -3.77
C 3.85 0.53 -0.91
C 5.08 -0.38 -0.99
H 3.73 0.91 0.12
H 3.99 1.42 -1.55
H 5.97 0.16 -0.66
H 4.98 -1.27 -0.35
H 5.27 -0.71 -2.02
Br -1.06 -1.29 -0.62
P -2.12 -2.06 -3.68
C -0.62 -3.04 -3.80
C -0.56 -4.57 -3.72
H -0.10 -2.63 -2.92
H -0.14 -2.70 -4.72
H 0.47 -4.81 -3.45
H -1.17 -5.01 -2.93
H -0.79 -5.02 -4.69
C -3.16 -2.93 -2.48
C -4.57 -3.36 -2.90
H -3.18 -2.26 -1.61
H -2.60 -3.83 -2.18
H -5.14 -3.47 -1.97
H -5.08 -2.61 -3.51
H -4.57 -4.34 -3.40
C -2.92 -1.37 -5.14
C -3.16 -2.11 -6.46
H -2.23 -0.54 -5.35
H -3.86 -0.96 -4.74
H -3.48 -1.32 -7.16
H -2.23 -2.55 -6.83
H -3.97 -2.85 -6.39
C 3.02 2.54 2.35
N 1.61 2.52 2.68
C 1.26 2.85 4.05
C 0.68 2.26 1.72
N 1.04 2.41 0.43
N -0.57 1.91 2.10
C -0.74 1.02 3.25
C -1.75 2.00 1.23
H 3.57 2.66 3.29
H 3.28 3.37 1.68
H 3.32 1.61 1.85
H 0.28 3.32 4.12
H 1.26 1.94 4.67
H 2.02 3.54 4.44
H 1.79 3.10 0.40
H -1.02 1.57 4.16
H -1.51 0.27 3.03
H 0.19 0.48 3.46
H -1.66 2.86 0.57
H -1.90 1.07 0.65
H -2.62 2.18 1.88
*
```